50
Properties=species:S:1:pos:R:3:lowdin_charge:R:1 method="wB97M-V/def2-TZVPD" e_above_lowest_kj_mol=0.0 total_charge=+2 orbital_gap_ev="6.57 / 4.64" e_lumo_ha="-0.30144 / -0.36752" e_homo_ev="-14.78 / -14.64" spin_multiplicity=3 s_squared=2.0444
H 0.28 0.11 3.17 -0.037
H -2.10 3.60 -1.47 0.053
P 2.75 1.32 -1.69 0.659
C -0.36 -1.07 5.50 -0.063
H -0.01 -0.06 5.72 0.086
H -2.67 -4.02 2.56 0.086
H -1.08 -1.38 6.26 0.095
H 2.65 -0.71 -0.40 -0.024
C 3.88 0.69 -2.97 -0.240
P -1.62 1.58 -2.67 0.625
C -0.58 -3.57 2.21 -0.218
N -0.96 -2.35 1.50 -0.015
H -3.19 1.25 -4.51 0.072
H 3.63 -0.36 -3.16 0.057
S -0.16 -0.01 0.56 0.265
H -3.76 0.83 -1.81 0.077
C -2.13 1.04 -4.33 -0.247
C -0.44 -1.16 1.82 -0.730
H -1.92 -4.96 1.25 0.088
C 3.07 0.29 -0.23 -0.290
H 4.93 0.77 -2.64 0.073
H -1.52 -5.33 2.95 0.094
H 4.48 2.91 -1.05 0.073
I -0.09 2.11 2.02 0.678
H -1.59 -2.06 3.99 0.110
C -1.10 -1.09 4.18 -0.217
H 0.28 -4.04 1.69 0.138
H -1.04 -2.50 0.48 -0.032
H 2.59 0.72 0.65 0.001
H 3.16 3.66 -2.03 0.024
H -3.25 3.39 -2.84 0.071
C -1.75 -4.53 2.24 -0.062
H 4.16 0.22 -0.06 0.080
H -1.94 -0.04 -4.41 0.054
H -2.53 0.98 -0.50 0.011
Cl 1.26 3.52 -4.32 -0.050
H -2.47 -0.41 -1.61 -0.016
H -1.88 -0.30 4.16 0.136
H -1.50 1.57 -5.06 0.046
N -0.12 -0.85 3.09 -0.032
Au 0.73 1.78 -2.84 0.355
H 3.71 1.28 -3.88 0.046
C -2.70 0.66 -1.54 -0.297
H 0.48 -1.76 5.50 0.088
I 0.13 -1.87 -1.49 0.633
H 2.89 3.28 -0.30 0.049
H -1.55 3.93 -3.14 0.027
C 3.40 2.95 -1.22 -0.243
H -0.24 -3.30 3.22 0.111
C -2.20 3.30 -2.52 -0.249

---

7
Properties=species:S:1:pos:R:3:lowdin_charge:R:1 method="wB97M-V/def2-TZVPD" e_above_lowest_kj_mol=492.8 total_charge=+1 orbital_gap_ev=12.54 e_lumo_ha=-0.23699 e_homo_ev=-18.99
C -0.35 0.34 -0.56 -0.159
C 0.64 -0.05 0.43 0.190
O -0.64 -0.80 0.17 0.167
H -0.24 0.16 -1.61 0.190
H 0.70 0.56 1.43 0.217
H 1.41 -0.59 0.01 0.130
O -1.52 0.38 0.13 0.266

---

19
Properties=species:S:1:pos:R:3:lowdin_charge:R:1 method="wB97M-V/def2-TZVPD" e_above_lowest_kj_mol=181.8 total_charge=0 orbital_gap_ev="10.31 / 9.07" e_lumo_ha="0.04013 / -0.02225" e_homo_ev="-9.22 / -9.68" spin_multiplicity=2 s_squared=0.7609
C -2.04 -1.03 0.69 -0.107
C -0.43 1.07 -0.94 -0.206
C 3.67 -0.81 0.21 -0.141
H 1.19 -0.18 -1.40 0.034
H -2.76 -1.83 0.62 0.070
H -1.08 -1.18 0.20 0.039
C -1.56 1.41 0.01 -0.224
H 2.79 -0.37 -0.25 -0.003
C -2.62 0.28 0.14 -0.256
H -0.34 1.61 -1.88 0.103
H 5.58 -0.95 0.26 0.032
H 3.55 -1.55 1.02 0.066
C 0.57 0.27 -0.64 0.100
H -2.91 0.11 -0.90 0.101
H -2.07 2.31 -0.32 0.098
H -3.46 0.65 0.71 0.100
N 4.81 -0.53 -0.25 0.011
H -1.75 -0.85 1.73 0.075
H -1.16 1.58 1.01 0.109

---

50
Properties=species:S:1:pos:R:3:lowdin_charge:R:1 method="wB97M-V/def2-TZVPD" e_above_lowest_kj_mol=475.5 total_charge=+2 orbital_gap_ev=4.18 e_lumo_ha=-0.32992 e_homo_ev=-13.15
F -1.14 2.41 3.15 -0.327
C 2.98 1.50 -0.01 0.127
H 0.93 -1.72 -0.05 0.041
H 0.42 0.15 1.26 0.084
H 4.11 3.02 0.20 0.215
H -2.20 -0.40 -1.40 0.118
H -1.77 1.12 -2.18 0.117
H 0.24 1.73 -2.52 0.090
C -1.38 0.33 -1.51 -0.017
C 3.33 0.53 -2.23 -0.036
C -0.03 -2.20 0.10 0.004
C -2.19 -3.22 2.12 -0.259
H 0.20 -3.18 0.51 0.082
H -4.26 -2.70 2.10 0.109
H 1.70 3.23 -3.83 0.127
Ta -1.62 1.73 1.67 1.316
C 1.67 4.80 -2.29 -0.051
N -1.78 -1.89 1.80 0.162
H -0.49 -2.30 -0.88 0.104
C -0.93 -1.42 0.99 -0.374
C -3.97 -4.82 2.59 -0.056
Se -3.82 1.05 1.15 0.263
C -1.64 -5.51 2.66 -0.058
H 2.00 -0.94 -1.92 0.123
C -3.00 -5.83 2.76 -0.065
C 0.01 3.11 -0.88 -0.238
H -0.17 -3.99 2.32 0.109
C -1.25 -4.20 2.34 -0.055
H 3.57 0.29 -3.28 0.147
H -5.05 -5.01 2.69 0.121
H 1.70 -0.26 0.69 -0.019
C 4.06 1.68 -1.86 0.053
H 2.38 5.43 -2.82 0.119
H -3.35 -6.83 3.01 0.113
C -0.65 0.03 1.00 -0.320
C -0.93 0.85 -0.21 -0.429
H -0.54 -0.18 -1.99 0.095
H -0.90 -6.33 2.80 0.119
C 0.46 2.72 -2.15 -0.031
H -0.09 4.59 0.66 0.118
H 1.50 6.16 -0.56 0.129
H 4.73 2.31 -2.39 0.132
C 3.83 2.20 -0.50 0.002
C -3.55 -3.52 2.26 -0.018
C 1.30 3.58 -2.87 -0.059
C 2.29 0.25 0.17 0.155
C 2.42 -0.14 -1.34 0.051
N -0.61 2.19 0.02 -0.076
C 1.18 5.21 -1.03 -0.041
C 0.30 4.38 -0.34 -0.016